The following is a DFT calculation (wB97M-V/def2-TZVPD) of a 2-piece molecular cluster, C27H41O3Si overall.

Each line ends with the Mulliken charge.
Cartesian coordinates (Å):
C (3.52, -3.80, 2.28)  -1.34
C (2.30, -3.00, 2.71)  -0.24
C (1.10, -3.15, 1.77)  0.33
C (-0.12, -2.42, 2.24)  -0.66
O (0.43, -1.16, 2.67)  -0.23
C (-0.27, -0.04, 2.56)  1.02
C (0.36, 1.11, 3.02)  -1.35
O (-1.53, -0.20, 2.12)  -0.08
Si (-2.35, 1.15, 1.39)  0.04
C (-1.21, 2.61, 1.18)  -1.26
C (-2.75, 0.40, -0.27)  -0.79
C (-3.94, 1.67, 2.36)  1.85
C (-3.77, 3.08, 2.98)  -1.73
C (-4.23, 0.65, 3.47)  -1.63
C (-5.12, 1.72, 1.37)  -1.78
H (4.35, -3.56, 2.94)  0.38
H (3.34, -4.87, 2.33)  0.35
H (3.79, -3.52, 1.27)  0.27
H (2.01, -3.25, 3.74)  0.39
H (2.53, -1.94, 2.69)  0.20
H (1.41, -2.73, 0.80)  -0.70
H (0.81, -4.21, 1.60)  0.56
H (-0.82, -2.31, 1.41)  0.32
H (-0.56, -2.92, 3.11)  0.28
H (-0.29, 1.94, 3.30)  0.21
H (1.20, 0.88, 3.66)  0.34
H (-1.69, 3.36, 0.56)  0.40
H (-0.95, 3.09, 2.13)  0.43
H (-0.28, 2.30, 0.69)  0.35
H (-3.22, 1.14, -0.93)  0.38
H (-1.83, 0.05, -0.74)  -0.10
H (-3.44, -0.45, -0.14)  0.31
H (-3.58, 3.85, 2.22)  0.35
H (-4.68, 3.36, 3.51)  0.48
H (-2.94, 3.13, 3.70)  0.33
H (-4.38, -0.37, 3.08)  0.34
H (-3.43, 0.61, 4.23)  0.33
H (-5.15, 0.92, 4.01)  0.46
H (-5.35, 0.74, 0.92)  0.34
H (-6.03, 2.05, 1.89)  0.47
H (-4.96, 2.43, 0.54)  0.34
C (-2.28, -2.83, -5.45)  -0.79
O (-1.46, -3.46, -4.47)  -0.40
C (-0.56, -2.70, -3.78)  0.80
C (0.32, -3.36, -2.91)  -0.75
C (1.14, -2.65, -2.05)  -0.28
C (1.07, -1.21, -1.96)  0.55
C (1.89, -0.43, -1.02)  0.05
C (2.67, 0.73, -1.42)  0.45
C (3.75, 1.17, -0.58)  -0.72
C (4.46, 2.31, -0.84)  -0.68
C (4.22, 3.07, -2.00)  0.91
C (4.88, 4.40, -2.19)  -1.40
C (3.38, 2.52, -2.98)  -0.88
C (2.68, 1.34, -2.74)  -0.43
C (0.29, -0.57, -2.97)  -0.62
C (-0.51, -1.28, -3.85)  -0.72
H (-2.88, -3.64, -5.87)  0.24
H (-2.95, -2.07, -5.00)  0.33
H (-1.68, -2.36, -6.24)  0.35
H (0.24, -4.45, -2.89)  0.44
H (1.88, -3.20, -1.47)  0.47
H (2.21, -0.91, -0.07)  0.06
H (4.03, 0.55, 0.28)  0.46
H (5.19, 2.71, -0.14)  0.42
H (4.38, 4.99, -2.98)  0.38
H (4.84, 4.98, -1.26)  0.39
H (5.95, 4.32, -2.46)  0.31
H (3.26, 3.04, -3.92)  0.38
H (2.18, 0.87, -3.58)  0.66
H (0.30, 0.51, -3.09)  0.72
H (-1.17, -0.74, -4.53)  0.35

The calculation puts the electronic energy at -1568.35496 hartree. The HOMO energy is -0.3677 hartree. The net charge is +1.

The following is a DFT calculation (wB97M-V/def2-TZVPD) of C27H42BCrN10Si2 as an isolated structure.

Each line ends with the Mulliken charge.
Cartesian coordinates (Å):
Cr (-0.26, -0.37, -0.19)  -0.04
C (0.47, -1.55, 3.94)  -1.32
C (-0.46, -1.57, 2.89)  0.17
N (0.19, -2.05, 1.83)  1.46
N (1.46, -2.34, 2.14)  -0.31
C (1.65, -2.05, 3.43)  -0.43
B (2.19, -2.84, 0.86)  1.40
N (2.94, -1.67, 0.22)  -0.25
C (4.25, -1.63, -0.08)  -0.44
C (4.47, -0.54, -0.89)  -1.43
C (3.20, 0.03, -1.04)  -0.61
N (2.29, -0.65, -0.37)  1.16
N (0.93, -2.59, -1.46)  1.93
C (1.72, -2.99, -2.46)  -0.28
C (1.46, -2.18, -3.55)  -1.25
C (0.49, -1.28, -3.10)  -0.67
N (0.18, -1.55, -1.83)  -0.58
H (0.27, -1.21, 4.95)  0.46
H (-1.49, -1.28, 2.85)  0.39
H (2.60, -2.23, 3.90)  0.50
H (2.94, -3.74, 1.11)  -0.33
H (4.93, -2.37, 0.32)  0.47
H (5.41, -0.20, -1.31)  0.50
H (2.93, 0.90, -1.62)  0.12
H (2.41, -3.81, -2.35)  0.48
H (1.93, -2.22, -4.52)  0.47
H (0.00, -0.48, -3.63)  0.56
C (-4.59, -0.63, 1.85)  -1.45
Si (-3.50, -1.36, 0.46)  0.47
C (-4.53, -1.73, -1.10)  -1.48
C (-3.13, -3.10, 1.13)  -1.22
N (-2.22, -0.22, 0.08)  0.41
C (-2.62, 1.09, -0.18)  0.55
C (-3.94, 1.53, -0.40)  -0.48
C (-4.24, 2.86, -0.59)  -1.12
C (-3.22, 3.81, -0.60)  -1.02
C (-1.91, 3.40, -0.43)  -0.71
C (-1.59, 2.06, -0.22)  0.66
N (-0.30, 1.56, -0.04)  1.19
Si (1.06, 2.64, 0.16)  -0.07
C (1.79, 2.84, -1.59)  -1.19
C (2.07, 1.91, 1.60)  -0.79
C (0.87, 4.44, 0.76)  -1.59
H (-5.63, -0.93, 1.70)  0.36
H (-4.56, 0.45, 1.90)  0.48
H (-4.29, -1.01, 2.83)  0.43
H (-5.33, -2.44, -0.85)  0.38
H (-3.90, -2.19, -1.86)  0.31
H (-4.99, -0.84, -1.53)  0.43
H (-3.68, -3.25, 2.07)  0.54
H (-2.08, -3.32, 1.31)  0.17
H (-3.51, -3.84, 0.42)  0.40
H (-4.74, 0.80, -0.43)  0.21
H (-5.27, 3.16, -0.73)  0.39
H (-3.45, 4.86, -0.75)  0.39
H (-1.12, 4.13, -0.47)  0.33
H (1.71, 1.92, -2.17)  0.43
H (2.84, 3.17, -1.59)  0.40
H (1.22, 3.60, -2.12)  0.42
H (1.72, 0.91, 1.86)  -0.13
H (1.94, 2.55, 2.48)  0.48
H (3.14, 1.85, 1.39)  0.38
H (0.64, 5.14, -0.04)  0.44
H (1.82, 4.74, 1.21)  0.39
H (0.09, 4.54, 1.52)  0.46
N (-0.19, -2.26, 0.54)  -0.31
C (0.82, -3.13, -0.07)  -2.56
N (0.33, -4.49, -0.11)  1.07
C (1.28, -5.57, -0.35)  -0.57
C (0.67, -6.88, 0.16)  -0.92
C (-0.62, -7.18, -0.60)  -0.93
C (-1.57, -5.98, -0.50)  -0.82
C (-0.87, -4.69, -0.91)  -0.29
H (2.22, -5.36, 0.15)  0.28
H (1.48, -5.68, -1.43)  0.28
H (0.45, -6.75, 1.22)  0.31
H (1.40, -7.69, 0.06)  0.43
H (-1.10, -8.08, -0.21)  0.41
H (-0.38, -7.37, -1.65)  0.34
H (-1.91, -5.88, 0.54)  0.28
H (-2.45, -6.13, -1.13)  0.44
H (-1.53, -3.84, -0.77)  -0.01
H (-0.62, -4.75, -1.98)  0.18

The calculation puts the electronic energy at -3250.05199 hartree. Its spin multiplicity is 4. The HOMO energy (spin up / spin down) is -0.2473 / -0.2490 hartree. The net charge is 0.

The following is a DFT calculation (wB97M-V/def2-TZVPD) of a 5-piece molecular cluster, C27H42BrNO10S6 overall.

Each line ends with the Mulliken charge.
Cartesian coordinates (Å):
C (5.88, -3.10, 0.41)  -0.92
C (5.46, -1.93, 1.29)  -0.28
S (5.24, -0.34, 0.44)  -0.17
C (3.49, -0.42, -0.07)  -0.72
C (3.23, -1.63, -0.94)  1.15
C (3.89, -1.78, -2.16)  -0.73
C (3.71, -2.87, -2.99)  -0.91
C (2.85, -3.88, -2.60)  -0.28
Br (2.58, -5.45, -3.66)  -0.11
C (2.19, -3.76, -1.39)  -0.25
C (2.37, -2.64, -0.57)  0.80
C (1.54, -2.81, 0.65)  0.08
O (1.46, -2.12, 1.63)  -0.68
N (0.87, -4.00, 0.46)  0.09
S (-0.49, -4.42, 1.44)  -0.08
C (1.20, -4.67, -0.72)  0.35
O (0.78, -5.73, -1.03)  -0.59
H (5.05, -3.53, -0.14)  0.12
H (6.24, -3.90, 1.06)  0.40
H (6.67, -2.83, -0.28)  0.28
H (4.56, -2.19, 1.84)  0.15
H (6.26, -1.74, 2.00)  0.43
H (3.26, 0.49, -0.62)  0.47
H (2.90, -0.49, 0.83)  -0.09
H (4.57, -1.01, -2.48)  0.56
H (4.26, -2.92, -3.91)  0.70
H (-0.54, -5.72, 1.13)  0.11
O (-1.55, 2.00, 2.36)  -0.65
S (-0.13, 1.87, 2.62)  1.31
O (0.83, 2.12, 1.57)  -0.73
C (0.28, 2.86, 4.06)  -0.61
C (0.07, 1.90, 5.23)  -0.73
C (0.67, 0.56, 4.79)  -0.85
C (0.18, 0.27, 3.37)  0.59
H (-0.36, 3.74, 4.09)  0.24
H (1.32, 3.15, 3.96)  0.36
H (0.53, 2.28, 6.14)  0.41
H (-1.00, 1.78, 5.42)  0.30
H (1.76, 0.64, 4.79)  0.33
H (0.41, -0.25, 5.46)  0.40
H (0.91, -0.26, 2.77)  -0.34
H (-0.76, -0.28, 3.37)  -0.02
O (-2.64, 8.37, 1.04)  -0.66
S (-2.40, 7.53, 2.19)  1.18
O (-1.94, 8.10, 3.44)  -0.67
C (-3.85, 6.53, 2.49)  -0.77
C (-3.63, 5.28, 1.65)  -0.83
C (-2.16, 4.89, 1.85)  0.08
C (-1.33, 6.18, 1.70)  -0.67
H (-4.74, 7.10, 2.21)  0.45
H (-3.88, 6.30, 3.55)  0.34
H (-4.30, 4.48, 1.94)  0.34
H (-3.81, 5.50, 0.60)  0.37
H (-2.03, 4.48, 2.85)  -0.15
H (-1.84, 4.14, 1.15)  0.33
H (-0.45, 6.18, 2.35)  0.32
H (-1.03, 6.35, 0.67)  0.37
O (-3.81, -0.96, 4.05)  -0.65
S (-3.74, -1.68, 2.81)  1.05
O (-2.85, -2.81, 2.65)  -0.58
C (-5.40, -2.15, 2.32)  -0.72
C (-5.90, -0.96, 1.50)  -0.62
C (-4.73, -0.56, 0.59)  -0.81
C (-3.47, -0.51, 1.47)  -0.15
H (-5.99, -2.34, 3.21)  0.40
H (-5.33, -3.05, 1.72)  0.34
H (-6.79, -1.22, 0.92)  0.38
H (-6.16, -0.14, 2.16)  0.29
H (-4.60, -1.30, -0.19)  0.32
H (-4.90, 0.40, 0.11)  0.34
H (-2.57, -0.80, 0.92)  0.37
H (-3.32, 0.47, 1.92)  0.07
O (1.92, -1.22, -4.71)  -0.63
S (2.04, -1.89, -5.98)  1.32
O (2.97, -2.97, -6.16)  -0.70
C (0.40, -2.40, -6.49)  -0.77
C (-0.14, -1.22, -7.28)  -0.57
C (1.02, -0.74, -8.16)  -0.57
C (2.27, -0.67, -7.28)  -0.79
H (-0.18, -2.66, -5.61)  0.40
H (0.52, -3.28, -7.13)  0.38
H (-1.01, -1.49, -7.87)  0.36
H (-0.44, -0.42, -6.59)  0.29
H (1.18, -1.45, -8.97)  0.29
H (0.81, 0.23, -8.62)  0.32
H (3.18, -0.90, -7.82)  0.36
H (2.36, 0.31, -6.80)  0.37

The calculation puts the electronic energy at -6824.30327 hartree. As for the structure (SMILES): CCSCc1ccc(Br)c2c1C(=O)N(S)C2=O.O=S1(=O)CCCC1.O=S1(=O)CCCC1.O=S1(=O)CCCC1.O=S1(=O)CCCC1. The HOMO energy is -0.3119 hartree. The net charge is 0.